[1]
Density functional theory data (ωB97M-V with the def2-TZVPD basis set) for a 9-piece molecular cluster, C38H98N13O11P3 overall at a distorted geometry.

As for the orbital gap: 8.8 eV. For the total energy, the calculation gives -4070.34715 a.u. The HOMO energy comes out at -8.3 eV.

ORCA input file:
```
! wB97M-V def2-TZVPD RIJCOSX def2/J DEFGRID3
* xyz 0 1
C -2.778 5.349 0.772
N -4.213 5.130 0.599
C -5.036 6.379 0.572
P -5.011 3.663 0.334
O -6.386 3.985 -0.012
N -4.214 2.736 -0.926
C -2.802 2.276 -0.878
C -4.669 3.209 -2.270
N -4.569 2.696 1.671
C -4.756 1.204 1.547
C -4.827 3.494 2.880
H -2.513 6.055 0.002
H -2.310 4.396 0.742
H -2.493 5.810 1.726
H -5.122 6.837 1.552
H -6.033 6.185 0.171
H -4.465 7.002 -0.094
H -2.737 1.326 -1.378
H -2.129 3.060 -1.238
H -2.480 2.073 0.146
H -4.482 2.402 -2.940
H -5.707 3.497 -2.173
H -4.077 4.093 -2.529
H -3.805 0.695 1.363
H -5.266 0.819 2.395
H -5.402 0.971 0.665
H -5.875 3.620 3.133
H -4.412 4.475 2.772
H -4.391 3.011 3.781
C 0.550 3.650 2.458
N 1.355 3.850 1.207
C 0.616 4.436 0.077
P 3.018 4.155 1.291
O 3.528 4.556 -0.045
N 3.280 5.304 2.546
C 3.409 4.936 3.928
C 3.408 6.684 2.056
N 3.530 2.750 2.002
C 3.170 1.523 1.226
C 4.947 2.695 2.449
H 0.412 4.592 2.994
H 1.184 3.039 3.082
H -0.359 3.161 2.253
H 1.366 4.621 -0.686
H 0.157 5.387 0.366
H -0.180 3.814 -0.259
H 3.218 3.873 4.003
H 4.420 5.128 4.261
H 2.716 5.530 4.557
H 2.700 7.301 2.584
H 4.379 7.143 2.201
H 3.084 6.663 1.015
H 3.190 0.708 1.906
H 2.170 1.713 0.855
H 3.888 1.300 0.425
H 5.663 2.777 1.613
H 5.242 1.755 2.904
H 5.158 3.555 3.103
C -2.215 -8.017 -1.021
N -2.145 -6.584 -0.970
C -3.165 -5.939 -1.790
P -1.495 -5.836 0.372
O -0.703 -6.839 1.109
N -0.713 -4.558 -0.412
C -0.112 -3.685 0.613
C 0.175 -4.789 -1.558
N -2.738 -5.168 1.281
C -3.492 -3.990 1.024
C -3.227 -6.165 2.252
H -3.235 -8.402 -0.750
H -1.517 -8.490 -0.376
H -1.980 -8.310 -2.043
H -3.123 -6.256 -2.846
H -3.014 -4.840 -1.688
H -4.184 -6.192 -1.428
H -0.858 -3.205 1.321
H 0.664 -4.176 1.173
H 0.384 -2.842 0.096
H -0.234 -5.510 -2.294
H 0.371 -3.821 -2.060
H 1.163 -5.170 -1.233
H -4.470 -4.301 1.150
H -3.254 -3.100 1.682
H -3.485 -3.662 0.026
H -4.173 -6.658 1.885
H -3.445 -5.779 3.229
H -2.446 -6.892 2.386
C 1.218 -0.305 -1.128
C -0.031 0.572 -0.990
O -0.289 0.975 0.395
C -1.178 0.239 1.094
C -1.321 0.612 2.547
O -1.824 -0.624 0.555
H 1.256 -0.804 -0.134
H 2.059 0.332 -1.333
H 1.116 -1.058 -1.908
H 0.137 1.546 -1.448
H -0.918 0.086 -1.439
H -1.607 -0.286 3.179
H -2.091 1.381 2.641
H -0.350 0.994 2.898
C 3.706 -2.554 0.202
C 3.805 -4.031 -0.099
O 5.209 -4.376 -0.016
C 5.784 -4.692 1.156
C 7.229 -4.918 1.062
O 5.152 -4.641 2.163
H 4.422 -1.948 -0.348
H 3.891 -2.372 1.268
H 2.719 -2.175 -0.026
H 3.246 -4.622 0.628
H 3.469 -4.249 -1.114
H 7.600 -5.287 2.011
H 7.744 -3.987 0.886
H 7.441 -5.583 0.234
C 1.995 -0.932 -4.963
N 3.095 -0.997 -4.084
C 4.172 0.028 -4.247
C 3.304 -1.915 -3.128
O 2.493 -2.739 -2.773
H 2.173 -0.312 -5.816
H 1.163 -0.614 -4.352
H 1.774 -2.012 -5.297
H 3.758 0.877 -4.787
H 4.391 0.446 -3.247
H 5.081 -0.271 -4.803
H 4.292 -1.767 -2.690
C -4.057 -1.194 -2.278
N -2.866 -1.240 -3.104
C -1.871 -2.282 -2.896
C -2.771 -0.404 -4.160
O -1.848 -0.496 -4.967
H -4.666 -0.379 -2.655
H -3.775 -0.947 -1.277
H -4.591 -2.138 -2.420
H -2.066 -3.092 -3.625
H -0.919 -1.950 -3.214
H -1.946 -2.714 -1.904
H -3.618 0.257 -4.360
C -0.267 4.873 -3.816
N 0.013 3.470 -3.615
C -0.802 2.511 -4.302
C 1.312 3.098 -3.324
O 1.743 1.967 -3.302
H 0.286 5.416 -3.044
H -1.323 5.031 -3.549
H -0.134 5.218 -4.860
H -0.378 1.546 -4.023
H -1.866 2.484 -3.972
H -0.701 2.549 -5.384
H 1.881 3.988 -2.997
C 2.714 -3.630 4.560
N 2.413 -2.275 4.236
C 3.163 -1.221 4.980
C 1.501 -1.890 3.324
O 1.206 -0.740 3.036
H 2.039 -4.312 3.989
H 2.543 -3.780 5.651
H 3.740 -3.914 4.355
H 2.678 -0.279 4.863
H 3.263 -1.484 6.020
H 4.101 -1.138 4.514
H 0.995 -2.795 2.885
*
```

***

[2]
Density functional theory data (ωB97M-V with the def2-TZVPD basis set) for a 11-piece molecular cluster, C39H102N6O11 overall at a distorted geometry.

As for the orbital gap: 8.6 eV. For the total energy, the calculation gives -2702.88472 a.u. The HOMO energy comes out at -8.2 eV.

ORCA input file:
```
! wB97M-V def2-TZVPD RIJCOSX def2/J DEFGRID3
* xyz 0 1
C -1.517 2.986 -0.537
C -1.141 1.547 -0.793
C -1.661 0.984 -2.198
C 0.472 1.488 -0.838
C 0.996 0.109 -0.656
C 0.448 -0.378 0.691
C -1.107 -0.515 0.765
C -1.641 -1.678 -0.194
C -1.477 -0.889 2.211
N -1.668 0.796 0.393
O -3.081 0.740 0.400
H -1.083 3.696 -1.241
H -2.558 3.095 -0.840
H -1.309 3.326 0.478
H -1.377 -0.055 -2.366
H -2.739 0.846 -2.290
H -1.300 1.462 -3.109
H 0.758 1.654 -1.877
H 0.942 2.276 -0.250
H 0.819 -0.596 -1.468
H 2.084 0.122 -0.600
H 0.833 0.196 1.534
H 0.842 -1.383 0.842
H -0.846 -1.821 -0.925
H -2.538 -1.468 -0.778
H -1.797 -2.630 0.313
H -1.270 -0.109 2.945
H -0.932 -1.748 2.604
H -2.533 -1.044 2.432
H -3.327 1.494 0.940
C -4.599 3.704 4.986
C -3.997 2.519 4.075
C -2.560 2.950 3.697
C -3.781 1.247 4.941
C -5.200 0.489 5.155
C -5.832 0.201 3.782
C -6.046 1.502 2.808
C -6.358 0.833 1.390
C -7.245 2.419 3.300
N -4.704 2.187 2.770
O -4.721 3.224 1.820
H -5.109 4.452 4.379
H -5.259 3.405 5.801
H -3.796 4.272 5.454
H -2.111 2.317 2.932
H -2.637 3.894 3.158
H -1.958 3.051 4.600
H -3.044 0.574 4.503
H -3.212 1.493 5.837
H -5.121 -0.462 5.681
H -5.899 1.137 5.684
H -6.724 -0.419 3.875
H -5.229 -0.599 3.352
H -5.491 0.284 1.024
H -6.863 1.487 0.679
H -7.035 -0.013 1.511
H -8.207 1.916 3.199
H -7.481 3.343 2.773
H -7.077 2.759 4.322
H -5.331 3.805 2.279
C 2.136 -6.015 -0.993
O 0.979 -5.160 -0.757
C -0.073 -5.727 0.001
C -1.196 -6.569 -0.642
C -1.862 -5.978 -1.895
N -2.222 -6.875 0.445
H 2.996 -5.351 -1.085
H 2.092 -6.625 -1.895
H 2.433 -6.700 -0.199
H 0.330 -6.275 0.852
H -0.625 -4.888 0.424
H -0.872 -7.592 -0.837
H -1.081 -5.720 -2.611
H -2.413 -5.067 -1.660
H -2.451 -6.759 -2.374
H -2.408 -6.014 0.940
H -3.116 -7.030 0.002
C 4.325 7.211 1.275
O 3.548 6.109 1.831
C 3.499 4.845 1.193
C 2.486 3.918 1.927
C 1.184 4.548 2.265
N 3.064 3.506 3.215
H 4.126 8.160 1.773
H 4.155 7.270 0.200
H 5.389 6.978 1.232
H 3.289 4.958 0.129
H 4.452 4.327 1.089
H 2.240 3.062 1.299
H 0.553 3.776 2.705
H 0.681 4.990 1.405
H 1.235 5.352 2.999
H 3.619 4.279 3.553
H 3.824 2.893 2.956
C 8.926 -0.850 -0.261
O 7.690 -0.916 0.355
C 6.679 -0.124 -0.398
C 5.276 -0.446 0.229
C 5.063 0.044 1.609
N 4.940 -1.822 0.042
H 9.073 0.146 -0.678
H 9.076 -1.407 -1.186
H 9.736 -0.994 0.453
H 6.862 0.942 -0.261
H 6.694 -0.531 -1.409
H 4.770 0.193 -0.495
H 4.018 0.219 1.862
H 5.533 0.980 1.910
H 5.494 -0.780 2.179
H 4.350 -2.070 0.823
H 5.729 -2.438 0.177
C 3.548 1.614 -6.707
O 3.191 0.476 -6.022
C 3.781 0.166 -4.743
C 3.122 -1.239 -4.388
C 3.894 -2.083 -3.277
N 2.918 -2.014 -5.591
H 4.443 1.464 -7.309
H 3.808 2.390 -5.986
H 2.694 1.885 -7.328
H 4.840 -0.074 -4.835
H 3.676 0.891 -3.935
H 2.202 -0.954 -3.878
H 3.235 -2.883 -2.938
H 4.109 -1.676 -2.289
H 4.819 -2.421 -3.745
H 3.837 -2.307 -5.890
H 2.772 -1.353 -6.341
C -3.954 -3.610 1.983
O -4.160 -4.988 1.483
H -4.869 -3.103 2.291
H -3.408 -3.779 2.911
H -3.482 -2.887 1.318
H -4.492 -5.017 0.583
C -3.130 5.756 -2.435
O -2.214 4.907 -3.102
H -4.042 5.246 -2.124
H -2.639 6.124 -1.534
H -3.390 6.674 -2.961
H -2.042 4.236 -2.438
C 0.240 -2.910 -3.348
O 0.430 -2.650 -4.713
H -0.495 -2.202 -2.968
H -0.253 -3.877 -3.243
H 1.093 -2.964 -2.671
H 1.353 -2.453 -4.886
C 3.280 -3.887 2.095
O 3.850 -2.772 2.594
H 2.222 -3.697 1.917
H 3.801 -4.124 1.168
H 3.514 -4.663 2.824
H 3.316 -2.375 3.287
C -2.667 -0.634 -5.327
O -2.250 -1.946 -5.286
H -3.527 -0.351 -4.720
H -1.812 -0.142 -4.863
H -2.757 -0.263 -6.348
H -1.293 -1.981 -5.355
*
```

***

[3]
Density functional theory data (ωB97M-V with the def2-TZVPD basis set) for a 13-piece molecular cluster, C39H104O13 overall at a distorted geometry.

As for the orbital gap: 9.9 eV. For the total energy, the calculation gives -2526.34551 a.u. The HOMO energy comes out at -9.5 eV.

ORCA input file:
```
! wB97M-V def2-TZVPD RIJCOSX def2/J DEFGRID3
* xyz 0 1
C 2.930 -4.391 1.338
C 1.703 -5.219 1.150
C 0.465 -4.463 1.553
O 1.492 -5.603 -0.160
H 3.103 -4.214 2.400
H 2.849 -3.416 0.859
H 3.848 -4.910 1.064
H 1.911 -6.101 1.756
H 0.316 -3.590 0.917
H 0.544 -4.156 2.596
H -0.372 -5.160 1.525
H 1.645 -4.824 -0.700
C -2.228 -0.127 -3.328
C -3.279 -0.609 -2.296
C -4.640 -0.691 -2.943
O -2.875 -1.821 -1.787
H -2.516 0.878 -3.637
H -2.263 -0.718 -4.243
H -1.232 -0.121 -2.887
H -3.432 0.122 -1.502
H -5.349 -0.983 -2.168
H -4.685 -1.425 -3.748
H -4.961 0.271 -3.344
H -2.166 -1.647 -1.163
C 2.690 3.415 1.146
C 3.813 4.225 1.834
C 3.327 5.651 2.140
O 4.181 3.660 3.081
H 1.779 3.657 1.694
H 2.855 2.340 1.215
H 2.603 3.684 0.093
H 4.736 4.189 1.255
H 4.112 6.232 2.624
H 2.459 5.627 2.798
H 3.093 6.236 1.251
H 3.359 3.631 3.577
C -1.901 3.824 1.350
C -1.118 4.655 0.316
C -0.567 3.840 -0.893
O -1.967 5.597 -0.220
H -2.683 3.272 0.828
H -2.369 4.446 2.113
H -1.221 3.087 1.776
H -0.274 5.176 0.768
H 0.311 3.278 -0.575
H -0.285 4.498 -1.716
H -1.248 3.095 -1.304
H -2.668 5.181 -0.728
C 5.034 -4.276 -1.965
C 5.484 -2.899 -1.467
C 6.239 -2.108 -2.577
O 4.345 -2.151 -1.171
H 4.326 -4.821 -1.339
H 5.906 -4.928 -2.007
H 4.681 -4.299 -2.996
H 6.137 -3.080 -0.613
H 5.597 -1.860 -3.422
H 7.000 -2.780 -2.974
H 6.710 -1.184 -2.240
H 4.646 -1.257 -0.994
C -3.360 -3.506 1.809
C -4.868 -3.462 1.740
C -5.395 -3.685 0.290
O -5.432 -4.386 2.563
H -2.879 -4.459 1.588
H -2.916 -3.082 2.709
H -2.868 -2.877 1.066
H -5.300 -2.513 2.058
H -6.476 -3.559 0.222
H -5.159 -4.689 -0.065
H -4.945 -2.968 -0.396
H -6.373 -4.468 2.388
C 0.125 2.570 -4.340
C 0.878 2.051 -5.541
C 0.061 1.057 -6.352
O 1.151 3.159 -6.394
H -0.273 1.809 -3.669
H -0.734 3.215 -4.525
H 0.793 3.247 -3.806
H 1.762 1.473 -5.274
H -0.940 1.375 -6.645
H -0.014 0.094 -5.846
H 0.587 0.732 -7.250
H 1.610 3.765 -5.808
C 0.955 0.380 -0.381
C 0.052 -0.568 0.322
C -1.119 0.056 1.129
O -0.544 -1.546 -0.599
H 1.914 -0.084 -0.612
H 1.169 1.223 0.277
H 0.590 0.767 -1.333
H 0.663 -1.109 1.045
H -1.684 -0.700 1.675
H -1.866 0.580 0.532
H -0.705 0.719 1.888
H 0.225 -2.037 -0.898
C 0.175 -3.788 -3.200
C 1.514 -3.074 -2.976
C 1.420 -1.658 -3.499
O 1.773 -3.152 -1.596
H -0.149 -3.759 -4.240
H -0.609 -3.213 -2.706
H 0.311 -4.799 -2.817
H 2.346 -3.547 -3.496
H 2.439 -1.380 -3.771
H 1.143 -0.963 -2.707
H 0.791 -1.474 -4.370
H 2.693 -2.910 -1.470
C 2.541 -0.011 3.822
C 1.533 0.138 4.936
C 2.143 0.583 6.219
O 0.667 1.195 4.534
H 3.429 -0.585 4.086
H 2.831 0.917 3.329
H 2.127 -0.656 3.047
H 0.969 -0.748 5.229
H 2.829 -0.162 6.622
H 1.407 0.763 7.002
H 2.703 1.518 6.186
H -0.185 1.059 4.953
C -7.621 0.312 0.433
C -6.586 0.635 1.463
C -5.240 1.078 0.866
O -7.138 1.699 2.296
H -7.913 1.190 -0.143
H -8.554 0.078 0.946
H -7.200 -0.573 -0.044
H -6.439 -0.215 2.129
H -5.408 1.869 0.135
H -4.606 0.271 0.498
H -4.720 1.529 1.712
H -7.596 1.311 3.045
C 6.230 2.355 -3.170
C 4.992 2.996 -2.514
C 3.760 2.175 -2.703
O 5.234 3.019 -1.153
H 6.536 1.474 -2.606
H 7.043 3.064 -3.321
H 5.989 1.968 -4.160
H 4.811 4.045 -2.752
H 2.982 2.574 -2.051
H 3.936 1.192 -2.267
H 3.418 2.133 -3.737
H 5.983 3.605 -1.023
C -3.214 1.987 4.450
C -3.121 0.701 5.411
C -3.470 -0.639 4.761
O -1.729 0.632 5.768
H -2.607 1.939 3.546
H -2.954 2.924 4.942
H -4.242 2.124 4.113
H -3.767 0.732 6.289
H -4.511 -0.714 4.449
H -3.237 -1.476 5.420
H -2.818 -0.784 3.900
H -1.681 -0.014 6.477
*
```